Density functional theory data (the ωB97M-V functional and the def2-TZVPD basis) for C29H24MnN9OS as an isolated structure.

Computed properties:
HOMO-LUMO gap (alpha / beta) = 7.02 / 6.61 eV
Highest occupied orbital energy (alpha / beta) = -10.3 / -9.9 eV

Geometry as ORCA input:
```
! wB97M-V def2-TZVPD RIJCOSX def2/J DEFGRID3
* xyz 1 2
Mn -0.06 -0.04 0.16
N -2.73 1.15 -3.09
C -2.13 0.40 -2.17
N -1.53 0.86 -1.12
C -1.49 2.25 -0.90
N -0.82 2.78 0.08
N -0.25 1.76 0.84
C 0.75 1.99 1.60
C 1.27 0.83 2.37
C 2.23 1.00 3.34
C 2.60 -0.11 4.09
C 2.00 -1.33 3.82
C 1.07 -1.42 2.79
N 0.71 -0.36 2.07
C -2.20 3.11 -1.85
C -2.27 4.50 -1.69
C -2.93 5.27 -2.62
C -3.52 4.67 -3.73
C -3.46 3.31 -3.91
C -2.80 2.53 -2.96
H -3.20 0.69 -3.86
H -2.15 -0.68 -2.31
H 1.17 2.99 1.75
H 2.67 1.98 3.52
H 3.34 -0.02 4.87
H 2.26 -2.22 4.38
H 0.60 -2.36 2.53
H -1.80 4.95 -0.82
H -2.99 6.34 -2.49
H -4.03 5.28 -4.47
H -3.92 2.84 -4.77
O -0.69 -3.93 -0.79
C -0.69 -2.78 -0.37
N 0.02 -1.74 -0.79
C 0.83 -1.83 -1.97
C 1.38 -0.46 -2.30
C 2.04 -0.24 -3.51
C 2.57 1.01 -3.78
C 2.44 2.02 -2.84
C 1.77 1.73 -1.67
N 1.24 0.53 -1.40
C -1.63 -2.36 0.76
C -2.37 -3.31 1.45
C -3.22 -2.87 2.46
C -3.32 -1.51 2.72
C -2.55 -0.63 1.97
N -1.73 -1.05 1.01
H 0.27 -2.23 -2.83
H 1.69 -2.50 -1.84
H 2.13 -1.05 -4.22
H 3.08 1.19 -4.72
H 2.85 3.00 -3.00
H 1.64 2.49 -0.91
H -2.25 -4.35 1.19
H -3.81 -3.58 3.02
H -3.97 -1.13 3.49
H -2.59 0.44 2.13
S 4.17 -3.60 1.52
C 4.86 -2.03 1.51
C 4.06 -1.19 0.79
N 2.93 -1.76 0.26
C 2.88 -3.02 0.57
H 5.78 -1.81 2.01
H 4.26 -0.15 0.62
H 2.07 -3.68 0.25
*
```



Density functional theory data (the ωB97M-V functional and the def2-TZVPD basis) for a 11-piece molecular cluster, C34H53BN11O2 overall.

Computed properties:
HOMO-LUMO gap = 3.55 eV
Highest occupied orbital energy = -2.1 eV

Geometry as ORCA input:
```
! wB97M-V def2-TZVPD RIJCOSX def2/J DEFGRID3
* xyz -1 1
C 0.70 -3.29 3.22
C 1.09 -2.03 3.51
C 0.92 -0.77 2.65
C 1.24 -0.95 1.14
C 0.16 -0.29 0.26
C -0.21 -1.13 -0.98
C -1.61 -0.85 -1.56
C -1.99 0.63 -1.63
N -2.85 1.11 -0.54
C -3.73 0.41 0.22
C -4.32 1.26 1.14
C -3.75 2.54 0.90
C -2.87 2.41 -0.14
B 2.59 -0.32 0.89
O 3.81 -0.98 1.26
O 2.81 0.98 0.35
C 3.17 1.05 -1.02
C 4.66 1.41 -1.12
H -0.31 -3.58 2.92
H 1.43 -4.10 3.31
H 1.59 -1.87 4.47
H -0.07 -0.32 2.76
H 1.61 -0.05 3.12
H 0.45 0.72 -0.07
H -0.76 -0.16 0.85
H -0.19 -2.17 -0.65
H 0.54 -1.03 -1.77
H -1.63 -1.24 -2.59
H -2.34 -1.44 -1.01
H -1.06 1.21 -1.55
H -2.43 0.90 -2.59
H -3.90 -0.64 0.07
H -5.04 0.93 1.86
H -4.00 3.44 1.45
H -2.27 3.18 -0.59
H 4.09 -1.58 0.57
H 2.94 0.14 -1.59
H 2.58 1.87 -1.46
H 4.85 2.03 -0.24
H 5.27 0.52 -1.06
H 4.89 2.02 -1.99
C 5.87 -4.93 0.12
C 5.61 -3.60 -0.41
N 5.40 -2.56 -0.83
H 6.46 -5.51 -0.58
H 6.41 -4.85 1.07
H 4.93 -5.45 0.30
C 6.29 -9.47 1.57
C 6.07 -8.54 0.47
N 5.88 -7.85 -0.43
H 5.42 -10.09 1.71
H 7.15 -10.10 1.34
H 6.48 -8.93 2.49
C 6.26 1.24 2.59
C 7.25 1.93 1.77
N 8.03 2.47 1.12
H 6.77 0.56 3.27
H 5.70 1.97 3.18
H 5.57 0.68 1.97
C -6.04 4.02 -1.19
C -6.62 4.44 -2.46
N -7.08 4.76 -3.46
H -5.71 4.90 -0.64
H -6.77 3.49 -0.58
H -5.18 3.37 -1.36
C 8.01 -13.61 1.51
C 7.43 -12.65 2.45
N 6.97 -11.90 3.18
H 7.34 -14.47 1.41
H 8.14 -13.14 0.54
H 8.97 -13.95 1.88
C 1.76 -7.51 0.65
C 2.80 -7.91 1.59
N 3.62 -8.22 2.33
H 0.79 -7.52 1.14
H 1.97 -6.50 0.29
H 1.75 -8.19 -0.19
C -9.96 4.02 1.03
C -8.82 3.24 1.48
N -7.91 2.63 1.84
H -10.39 3.57 0.14
H -10.72 4.07 1.81
H -9.64 5.03 0.78
C -7.68 7.94 -4.90
C -8.02 9.31 -5.24
N -8.29 10.40 -5.50
H -6.91 7.56 -5.56
H -7.32 7.89 -3.87
H -8.56 7.31 -4.98
C -10.11 11.58 -2.56
C -11.08 10.93 -1.68
N -11.84 10.42 -0.99
H -9.88 12.57 -2.19
H -9.20 10.99 -2.61
H -10.52 11.66 -3.57
C 4.71 5.26 -0.24
C 4.12 5.74 -1.49
N 3.66 6.12 -2.47
H 5.13 6.10 0.31
H 3.94 4.77 0.36
H 5.49 4.54 -0.46
*
```



Density functional theory data (the ωB97M-V functional and the def2-TZVPD basis) for an isolated molecule of CH5IOSi.

Computed properties:
HOMO-LUMO gap = 10.07 eV
SMILES = C[Si@@H](O)I
Highest occupied orbital energy = -9.9 eV

Geometry as ORCA input:
```
! wB97M-V def2-TZVPD RIJCOSX def2/J DEFGRID3
* xyz 0 1
C -0.53 -1.02 0.50
Si -0.04 0.35 -0.79
O 0.50 2.01 0.39
I 2.07 -0.24 -2.08
H -1.54 -0.72 0.78
H -0.44 -2.09 0.11
H 0.18 -0.82 1.43
H -1.22 0.83 -1.50
H 1.02 1.72 1.17
*
```